Run A
{"formula": "CH5N3", "method": "wB97M-V/def2-TZVPD", "elements": ["N", "C", "N", "N", "H", "H", "H", "H", "H"], "coordinates": [[-0.374, 1.506, -0.171], [-0.115, 0.242, -0.124], [0.442, -0.323, 1.093], [-0.309, -0.682, -1.234], [-0.241, 1.838, 0.745], [0.512, 0.214, 1.863], [0.212, -1.309, 1.171], [0.349, -1.474, -1.368], [-0.476, -0.011, -1.975]], "nbo_charge": [-0.7560, 0.5851, -0.8569, -0.8605, 0.3285, 0.3785, 0.3793, 0.3977, 0.4044], "homo_energy_ev": -9.22, "lumo_energy_ev": 0.91, "smiles": "N=C(N)N", "homo_lumo_gap_ev": 10.129, "mol_weight_g_mol": 59.1, "charge": 0}

=====

Run B
{"formula": "CH5N3", "method": "wB97M-V/def2-TZVPD", "elements": ["N", "C", "N", "N", "H", "H", "H", "H", "H"], "coordinates": [[-0.303, 1.523, -0.009], [0.015, 0.297, -0.014], [-0.881, -0.760, -0.064], [1.307, -0.091, -0.012], [-1.293, 1.721, -0.106], [-1.874, -0.580, 0.184], [-0.577, -1.743, 0.069], [1.641, -1.054, -0.069], [1.965, 0.686, 0.020]], "nbo_charge": [-0.8039, 0.5751, -0.8593, -0.8362, 0.3399, 0.3960, 0.3835, 0.3938, 0.4111], "homo_energy_ev": -8.71, "lumo_energy_ev": 0.86, "smiles": "N=C(N)N", "homo_lumo_gap_ev": 9.577, "mol_weight_g_mol": 59.1, "charge": 0}

=====

Result of the stability comparison: run B is the most stable of them.

=====

Run A
{"formula": "CH5N3", "method": "wB97M-V/def2-TZVPD", "elements": ["C", "N", "N", "N", "H", "H", "H", "H", "H"], "coordinates": [[0.540, 0.087, 0.578], [-0.870, 0.024, 0.814], [-1.693, 0.640, -0.153], [-1.787, -0.703, 0.025], [0.882, 1.085, 1.135], [0.963, -0.621, 1.210], [0.847, 0.086, -0.472], [-1.056, 0.848, -0.940], [-1.415, -1.129, -0.842]], "nbo_charge": [-0.4528, -0.1464, -0.2988, -0.2991, 0.2165, 0.2174, 0.1714, 0.2878, 0.3040], "homo_energy_ev": -9.33, "lumo_energy_ev": 0.93, "smiles": "Cn1[nH][nH]1", "homo_lumo_gap_ev": 10.256, "mol_weight_g_mol": 59.1, "charge": 0}

=====

Run B
{"formula": "CH5N3", "method": "wB97M-V/def2-TZVPD", "elements": ["C", "N", "N", "N", "H", "H", "H", "H", "H"], "coordinates": [[-0.727, 0.112, -0.550], [1.062, 0.036, -0.824], [1.900, 0.712, 0.116], [1.884, -0.690, -0.043], [-1.194, -0.244, 0.302], [-0.760, 1.163, -0.670], [-1.126, -0.431, -1.462], [1.557, 0.947, 1.054], [1.459, -1.228, 0.789]], "nbo_charge": [-0.4563, -0.0937, -0.3493, -0.3241, 0.1837, 0.2032, 0.2097, 0.3186, 0.3081], "homo_energy_ev": -8.88, "lumo_energy_ev": 0.93, "smiles": "Cn1[nH][nH]1", "homo_lumo_gap_ev": 9.808, "mol_weight_g_mol": 59.1, "charge": 0}

=====

Result of the stability comparison: run A is the most stable of them.

=====

Run A
{"formula": "C26H32N4O4S", "method": "wB97M-V/def2-TZVPD", "elements": ["C", "C", "N", "C", "C", "N", "C", "C", "N", "C", "O", "C", "C", "C", "C", "C", "C", "N", "C", "O", "C", "C", "C", "C", "C", "C", "O", "C", "C", "O", "C", "C", "S", "C", "C", "H", "H", "H", "H", "H", "H", "H", "H", "H", "H", "H", "H", "H", "H", "H", "H", "H", "H", "H", "H", "H", "H", "H", "H", "H", "H", "H", "H", "H", "H", "H", "H"], "coordinates": [[9.776, 4.078, 0.575], [9.467, 2.880, -0.320], [8.032, 2.671, -0.419], [7.585, 2.059, -1.658], [7.858, 0.547, -1.706], [7.258, -0.167, -0.590], [5.827, -0.373, -0.694], [5.435, -1.672, 0.030], [4.043, -1.999, -0.165], [3.103, -1.724, 0.771], [3.373, -1.238, 1.853], [1.703, -2.078, 0.391], [1.381, -3.084, -0.517], [0.059, -3.371, -0.791], [-0.960, -2.665, -0.165], [-0.652, -1.672, 0.767], [0.680, -1.391, 1.034], [-1.651, -1.013, 1.465], [-2.994, -0.940, 1.220], [-3.696, -0.350, 2.023], [-3.486, -1.575, -0.014], [-4.527, -1.249, -0.813], [-5.509, -0.194, -0.819], [-6.297, -0.059, -1.968], [-7.243, 0.934, -2.051], [-7.469, 1.831, -1.005], [-8.445, 2.739, -1.259], [-8.821, 3.712, -0.310], [-6.692, 1.698, 0.165], [-6.920, 2.568, 1.201], [-6.163, 2.424, 2.380], [-5.736, 0.699, 0.232], [-2.635, -3.067, -0.510], [7.682, 0.442, 0.664], [7.449, 1.962, 0.711], [9.489, 3.884, 1.605], [9.229, 4.948, 0.224], [10.841, 4.294, 0.550], [10.006, 1.996, 0.057], [9.843, 3.091, -1.324], [8.070, 2.559, -2.499], [6.506, 2.234, -1.735], [7.489, 0.123, -2.642], [8.938, 0.373, -1.657], [5.228, 0.452, -0.280], [5.569, -0.477, -1.752], [6.060, -2.490, -0.338], [5.581, -1.565, 1.105], [3.755, -2.263, -1.093], [2.153, -3.672, -0.991], [-0.203, -4.154, -1.486], [0.943, -0.638, 1.762], [-1.356, -0.495, 2.284], [-4.633, -1.908, -1.670], [-6.156, -0.730, -2.802], [-7.851, 1.049, -2.934], [-9.614, 4.284, -0.792], [-7.991, 4.376, -0.061], [-9.205, 3.256, 0.605], [-5.095, 2.570, 2.195], [-6.525, 3.203, 3.050], [-6.315, 1.445, 2.842], [-5.158, 0.581, 1.130], [7.153, -0.036, 1.489], [8.749, 0.227, 0.778], [7.858, 2.368, 1.636], [6.374, 2.169, 0.701]], "nbo_charge": [-0.6075, -0.2159, -0.4558, -0.2323, -0.2319, -0.4571, -0.2232, -0.2305, -0.6053, 0.6580, -0.6244, -0.1327, -0.1997, -0.2100, -0.2124, 0.2117, -0.2057, -0.6053, 0.6507, -0.6071, -0.3024, -0.1213, -0.0385, -0.1890, -0.2542, 0.2696, -0.4899, -0.2406, 0.2884, -0.5255, -0.2524, -0.3028, 0.3213, -0.2425, -0.2420, 0.1993, 0.2123, 0.2062, 0.1631, 0.1939, 0.1999, 0.1897, 0.1974, 0.1916, 0.1780, 0.1899, 0.2009, 0.2290, 0.3932, 0.2127, 0.2235, 0.2349, 0.4174, 0.2103, 0.2080, 0.2267, 0.1878, 0.1845, 0.1844, 0.1827, 0.1965, 0.1855, 0.2619, 0.2063, 0.1928, 0.2041, 0.1943], "homo_energy_ev": -7.58, "lumo_energy_ev": 0.06, "smiles": "CCN1CCN(CCNC(=O)c2ccc3c(c2)NC(=O)/C(=C\\c2ccc(OC)c(OC)c2)S3)CC1", "homo_lumo_gap_ev": 7.643, "mol_weight_g_mol": 496.6, "charge": 0}

=====

Run B
{"formula": "C26H32N4O4S", "method": "wB97M-V/def2-TZVPD", "elements": ["C", "C", "N", "C", "C", "S", "O", "O", "C", "C", "C", "C", "N", "C", "C", "C", "C", "C", "C", "N", "C", "O", "C", "C", "N", "C", "C", "C", "C", "C", "O", "C", "C", "C", "C", "H", "H", "H", "H", "H", "H", "H", "H", "H", "H", "H", "H", "H", "H", "H", "H", "H", "H", "H", "H", "H", "H", "H", "H", "H", "H", "H", "H", "H", "H", "H", "H"], "coordinates": [[3.106, 1.479, -3.959], [1.737, 0.871, -4.254], [0.988, 0.623, -3.044], [1.285, -0.549, -2.253], [0.843, -1.864, -2.892], [-0.581, 1.167, -2.931], [-0.755, 2.198, -3.913], [-1.528, 0.083, -2.920], [-0.558, 1.886, -1.300], [0.315, 2.913, -1.003], [0.360, 3.421, 0.280], [-0.440, 2.902, 1.308], [-0.406, 3.389, 2.600], [0.206, 4.673, 2.881], [1.698, 4.571, 3.215], [1.894, 3.607, 4.382], [1.240, 2.270, 4.048], [-0.241, 2.472, 3.717], [-1.369, 1.892, 0.960], [-2.294, 1.424, 1.907], [-2.765, 0.154, 2.045], [-3.757, -0.090, 2.699], [-1.949, -0.926, 1.401], [-0.560, -0.720, 1.395], [0.570, -0.517, 1.475], [-2.603, -2.031, 0.969], [-2.102, -3.219, 0.337], [-3.027, -4.196, -0.065], [-2.618, -5.354, -0.677], [-1.259, -5.589, -0.915], [-0.958, -6.758, -1.524], [0.389, -7.051, -1.813], [-0.329, -4.629, -0.516], [-0.747, -3.465, 0.095], [-1.417, 1.402, -0.336], [3.729, 0.785, -3.401], [2.993, 2.389, -3.375], [3.607, 1.721, -4.892], [1.138, 1.575, -4.833], [1.855, -0.047, -4.842], [2.361, -0.564, -2.055], [0.769, -0.414, -1.299], [1.366, -2.037, -3.829], [1.056, -2.688, -2.217], [-0.226, -1.829, -3.084], [0.954, 3.300, -1.779], [1.056, 4.215, 0.493], [0.032, 5.344, 2.040], [-0.318, 5.085, 3.752], [2.081, 5.561, 3.467], [2.250, 4.199, 2.351], [2.957, 3.469, 4.583], [1.432, 4.023, 5.281], [1.327, 1.582, 4.890], [1.733, 1.816, 3.186], [-0.685, 1.508, 3.483], [-0.758, 2.899, 4.584], [-2.771, 2.128, 2.458], [-3.678, -2.003, 1.114], [-4.080, -4.031, 0.111], [-3.328, -6.104, -0.989], [0.379, -8.022, -2.305], [0.990, -7.115, -0.900], [0.825, -6.307, -2.487], [0.726, -4.785, -0.676], [-0.009, -2.739, 0.392], [-2.134, 0.649, -0.623]], "nbo_charge": [-0.6099, -0.2229, -0.6980, -0.2245, -0.6338, 2.3361, -0.9427, -0.9522, -0.3632, -0.1528, -0.2601, 0.1793, -0.4456, -0.2126, -0.4163, -0.3982, -0.4168, -0.2131, 0.1686, -0.6351, 0.6839, -0.5960, -0.3311, 0.2908, -0.3398, -0.0022, -0.1733, -0.1252, -0.2663, 0.3475, -0.4813, -0.2547, -0.3311, -0.0808, -0.2072, 0.2006, 0.2072, 0.2143, 0.2417, 0.1810, 0.2013, 0.2209, 0.1990, 0.2057, 0.2400, 0.2300, 0.2192, 0.2107, 0.1966, 0.2121, 0.1988, 0.2115, 0.1924, 0.2135, 0.2128, 0.2218, 0.1897, 0.4196, 0.2353, 0.2164, 0.2299, 0.2050, 0.1796, 0.1806, 0.2233, 0.2184, 0.2517], "homo_energy_ev": -8.01, "lumo_energy_ev": -0.52, "smiles": "CCN(CC)S(=O)(=O)c1ccc(N2CCCCC2)c(NC(=O)/C(C#N)=C/c2ccc(OC)cc2)c1", "homo_lumo_gap_ev": 7.495, "mol_weight_g_mol": 496.6, "charge": 0}

=====

Result of the stability comparison: run A is the most stable of them.